(1)
Density functional theory data (ωB97M-V/def2-TZVPD) for a molecular structure, C23H43BGaN2O21S5.

Calculated total energy (eV): -177750.8019
HOMO level (eV): -3.905
HOMO-LUMO gap (eV): 5.2
E_LUMO (eV): 1.314

The geometry in ORCA input format:
```
! wB97M-V def2-TZVPD RIJCOSX def2/J DEFGRID3
* xyz -1 1
C 3.01 -0.38 4.32
C 1.67 0.25 3.88
N 1.11 1.09 4.67
C 1.12 -0.11 2.55
Ga -0.72 -1.08 2.55
C -1.90 -0.17 3.97
C -3.10 -0.96 4.42
C -3.00 -2.21 5.04
C -4.10 -2.92 5.49
C -5.38 -2.40 5.33
C -5.52 -1.17 4.70
C -4.41 -0.45 4.26
C -4.68 0.90 3.62
B -0.64 -3.19 2.64
O -1.84 -3.91 2.56
N 0.58 -4.06 2.75
C 1.11 -4.36 1.41
C 1.62 -3.45 3.55
H 2.87 -1.29 4.90
H 3.61 -0.58 3.43
H 3.56 0.38 4.89
H 1.68 1.17 5.52
H 0.96 0.83 2.01
H 1.88 -0.68 2.01
H -1.40 -0.72 1.11
H -1.32 0.06 4.87
H -2.20 0.79 3.56
H -2.01 -2.65 5.19
H -3.98 -3.88 5.99
H -6.27 -2.92 5.69
H -6.51 -0.73 4.59
H -5.73 1.19 3.73
H -4.50 0.82 2.54
H -4.01 1.68 3.99
H -1.67 -4.70 2.03
H 0.48 -5.07 0.87
H 1.20 -3.44 0.81
H 2.10 -4.83 1.48
H 2.29 -2.85 2.91
H 2.28 -4.20 4.02
H 1.23 -2.77 4.31
C 2.81 -5.12 -3.69
C 2.37 -5.76 -2.38
O 2.42 -4.69 -1.43
S 2.05 -3.31 -2.17
O 0.68 -3.03 -1.95
O 3.08 -2.37 -1.89
O 2.22 -3.82 -3.68
H 3.89 -5.01 -3.74
H 2.46 -5.68 -4.56
H 3.02 -6.57 -2.07
H 1.34 -6.12 -2.44
C 7.88 0.21 3.54
C 8.89 0.07 4.66
O 8.09 0.00 5.85
S 6.70 -0.74 5.51
O 6.81 -2.11 5.87
O 5.65 0.08 5.97
O 6.79 -0.63 3.92
H 7.50 1.24 3.46
H 8.28 -0.09 2.58
H 9.57 0.91 4.71
H 9.46 -0.86 4.57
C 0.80 0.56 -5.98
C 0.48 -0.28 -7.20
O 1.67 -1.04 -7.44
S 2.39 -1.36 -6.03
O 2.01 -2.66 -5.58
O 3.75 -0.97 -6.11
O 1.58 -0.31 -5.14
H 1.41 1.42 -6.24
H -0.08 0.88 -5.45
H 0.23 0.33 -8.06
H -0.34 -0.98 -6.99
C -2.74 2.87 -2.93
C -3.89 3.56 -3.62
O -3.62 3.39 -5.03
S -2.88 2.00 -5.26
O -3.82 1.02 -5.66
O -1.69 2.23 -6.01
O -2.47 1.72 -3.74
H -1.84 3.50 -2.93
H -2.97 2.57 -1.91
H -3.97 4.61 -3.37
H -4.84 3.06 -3.40
C -4.55 9.28 -5.35
C -5.53 8.16 -5.62
O -4.82 6.97 -5.27
S -3.82 7.28 -4.05
O -4.45 6.89 -2.84
O -2.53 6.82 -4.41
O -3.86 8.88 -4.16
H -3.81 9.36 -6.15
H -5.03 10.24 -5.21
H -5.84 8.12 -6.66
H -6.41 8.24 -4.98
*
```

(2)
Density functional theory data (ωB97M-V/def2-TZVPD) for a molecular structure, C16H23BF4NRu.

Calculated total energy (eV): -32581.9056
HOMO level (alpha / beta) (eV): -11.282 / -12.983
HOMO-LUMO gap (alpha / beta) (eV): 8.0 / 7.4
E_LUMO (alpha / beta) (eV): -3.326 / -5.607

The geometry in ORCA input format:
```
! wB97M-V def2-TZVPD RIJCOSX def2/J DEFGRID3
* xyz 1 5
Ru 0.11 0.01 0.15
C 2.11 1.13 0.19
C 1.05 2.09 0.02
C 0.27 2.11 1.22
C 0.73 1.05 2.06
C 1.92 0.48 1.45
C 2.92 -0.42 2.10
C 0.30 0.82 3.47
C -0.81 3.10 1.54
C 0.91 3.06 -1.10
C 3.29 0.91 -0.70
H 3.76 0.19 2.45
H 3.33 -1.15 1.40
H 2.51 -0.95 2.95
H 0.76 1.57 4.11
H 0.60 -0.16 3.83
H -0.78 0.91 3.58
H -1.78 2.81 1.12
H -0.55 4.07 1.11
H -0.92 3.21 2.61
H 1.22 4.05 -0.75
H -0.13 3.13 -1.43
H 1.52 2.79 -1.95
H 4.20 1.12 -0.15
H 3.26 1.56 -1.57
H 3.34 -0.12 -1.05
F -0.71 -1.42 -3.78
B -1.35 -0.29 -3.48
F -0.97 0.84 -4.06
F -2.59 -0.38 -2.99
F -0.45 0.02 -1.75
C 0.87 -3.16 -0.22
C -0.49 -2.94 0.31
C -1.54 -3.86 0.61
C -2.63 -3.11 0.98
C -2.24 -1.74 0.91
C -3.02 -0.50 1.09
N -0.93 -1.67 0.54
H 1.09 -4.22 -0.35
H 1.61 -2.72 0.45
H 0.95 -2.67 -1.19
H -1.48 -4.93 0.53
H -3.61 -3.47 1.25
H -4.02 -0.69 1.48
H -3.12 -0.01 0.12
H -2.49 0.18 1.76
*
```

(3)
Density functional theory data (ωB97M-V/def2-TZVPD) for a molecular structure, C30H29N4PtSi.

Energy above the lowest of the compared OMol25 structures with the same formula, charge and spin (eV): 0.119
Calculated total energy (eV): -48660.1289
HOMO level (alpha / beta) (eV): -9.268 / -11.032
HOMO-LUMO gap (alpha / beta) (eV): 6.7 / 7.6
E_LUMO (alpha / beta) (eV): -2.541 / -3.432

The geometry in ORCA input format:
```
! wB97M-V def2-TZVPD RIJCOSX def2/J DEFGRID3
* xyz 1 3
Pt 0.01 -0.25 0.21
C -0.56 -2.56 2.47
N -0.65 -2.47 1.00
C -2.03 -2.54 0.49
C -2.12 -2.16 -0.97
C -3.03 -2.80 -1.80
C -3.11 -2.41 -3.13
C -2.28 -1.40 -3.59
C -1.40 -0.82 -2.70
N -1.33 -1.18 -1.42
C 0.25 -3.41 0.33
C 1.65 -2.86 0.21
C 2.77 -3.69 0.30
C 4.02 -3.15 0.08
C 4.13 -1.80 -0.23
C 2.98 -1.04 -0.29
N 1.77 -1.56 -0.07
C 0.33 -1.50 3.10
C 1.09 -1.78 4.22
C 1.78 -0.75 4.84
C 1.69 0.53 4.32
C 0.93 0.73 3.18
N 0.26 -0.26 2.58
H -0.20 -3.54 2.77
H -1.56 -2.45 2.89
H -2.62 -1.84 1.08
H -2.47 -3.54 0.62
H -3.65 -3.60 -1.41
H -3.81 -2.89 -3.80
H -2.31 -1.07 -4.62
H -0.73 -0.03 -3.01
H -0.13 -3.57 -0.68
H 0.28 -4.38 0.83
H 2.64 -4.73 0.54
H 4.90 -3.77 0.14
H 5.09 -1.34 -0.42
H 3.01 0.03 -0.49
H 1.13 -2.79 4.61
H 2.39 -0.94 5.71
H 2.21 1.37 4.77
H 0.83 1.71 2.72
C -0.91 2.36 -4.92
C -1.72 2.75 -3.87
C -1.26 2.66 -2.57
C 0.03 2.19 -2.28
C 0.84 1.82 -3.36
C 0.38 1.90 -4.67
Si 0.59 1.90 -0.53
C -0.17 3.18 0.60
C -1.40 2.95 1.23
C -1.97 3.89 2.08
C -1.30 5.08 2.33
C -0.07 5.33 1.73
C 0.48 4.39 0.88
H -1.27 2.43 -5.94
H -2.72 3.12 -4.07
H -1.91 2.97 -1.75
H 1.85 1.46 -3.18
H 1.02 1.61 -5.49
H 2.06 2.14 -0.52
H -1.93 2.02 1.04
H -2.93 3.70 2.54
H -1.73 5.81 3.00
H 0.45 6.26 1.93
H 1.44 4.60 0.41
*
```

(4)
Density functional theory data (ωB97M-V/def2-TZVPD) for a single C5H8P2 molecule.

Energy above the lowest of the compared OMol25 structures with the same formula, charge and spin (eV): 2.613
Calculated total energy (eV): -23887.9591
HOMO level (eV): -8.762
HOMO-LUMO gap (eV): 8.3
E_LUMO (eV): -0.451

The geometry in ORCA input format:
```
! wB97M-V def2-TZVPD RIJCOSX def2/J DEFGRID3
* xyz 0 1
C -1.48 -1.99 -0.41
C 0.95 1.06 -0.66
C 0.44 0.06 -0.05
C 1.54 1.95 -1.42
C -0.17 0.19 1.30
P -2.66 -1.27 -1.37
P 0.26 -1.61 -0.86
H -1.65 -2.18 0.65
H 1.00 2.55 -2.17
H -1.76 -0.76 -2.24
H 2.49 2.39 -1.14
H 0.29 1.07 1.82
H -0.08 -0.82 1.77
H -1.24 0.46 1.40
H 0.76 -2.56 -0.08
*
```

(5)
Density functional theory data (ωB97M-V/def2-TZVPD) for a single C6H12 molecule.

Energy above the lowest of the compared OMol25 structures with the same formula, charge and spin (eV): 4.184
Calculated total energy (eV): -6412.7568
HOMO level (alpha / beta) (eV): -7.202 / -7.150
HOMO-LUMO gap (alpha / beta) (eV): 8.1 / 8.0
E_LUMO (alpha / beta) (eV): 0.923 / 0.870

The geometry in ORCA input format:
```
! wB97M-V def2-TZVPD RIJCOSX def2/J DEFGRID3
* xyz 0 1
C 1.55 -0.53 0.94
C 1.21 -0.65 -0.50
C -0.49 1.72 -0.20
C -1.33 0.59 0.41
C -1.30 -0.63 -0.45
C -0.02 -1.17 -1.01
H 0.76 -0.91 1.60
H 1.76 0.51 1.25
H 2.47 -1.10 1.17
H 1.96 -0.31 -1.21
H -1.09 2.62 -0.31
H 0.39 1.97 0.41
H -1.02 0.41 1.46
H -2.39 0.89 0.50
H -2.13 -1.32 -0.38
H -0.13 1.44 -1.20
H -0.18 -2.11 -0.42
H -0.03 -1.43 -2.07
*
```

(6)
Density functional theory data (ωB97M-V/def2-TZVPD) for 6 unconnected molecules or ions with the total composition C46H49ClN3O5.

Calculated total energy (eV): -75715.7479
HOMO level (eV): -10.094
HOMO-LUMO gap (eV): 4.8
E_LUMO (eV): -5.281

The geometry in ORCA input format:
```
! wB97M-V def2-TZVPD RIJCOSX def2/J DEFGRID3
* xyz 1 1
C -0.47 0.39 -6.38
C 0.20 1.68 -5.84
O -0.41 2.34 -5.04
N 1.52 2.21 -6.24
C 1.89 1.89 -7.66
N 2.53 1.92 -5.34
C 3.20 3.02 -4.81
C 4.32 2.93 -3.87
C 4.99 4.26 -3.41
C 4.27 4.98 -2.20
C 2.69 4.93 -2.24
C 4.82 4.48 -0.78
C 4.75 1.59 -3.41
C 5.94 1.42 -2.40
O 7.00 1.95 -2.56
O 5.71 0.65 -1.27
C 4.03 0.42 -3.98
C 4.44 -1.02 -3.57
C 3.28 -1.58 -2.63
O 2.55 -0.84 -2.04
Cl 3.03 -3.35 -2.47
C 2.94 0.67 -4.94
O 2.32 -0.48 -5.47
C 3.14 -1.06 -6.41
N 3.91 -1.44 -7.17
H -1.04 -0.20 -5.61
H -1.22 0.71 -7.17
H 0.25 -0.31 -6.89
H 1.04 1.54 -8.30
H 2.78 1.21 -7.66
H 2.25 2.86 -8.12
H 2.88 4.04 -5.14
H 4.97 4.97 -4.29
H 6.07 4.05 -3.19
H 4.57 6.07 -2.26
H 2.26 5.52 -1.40
H 2.39 3.85 -2.12
H 2.36 5.29 -3.25
H 4.11 4.91 -0.02
H 4.83 3.36 -0.71
H 5.84 4.94 -0.63
H 6.52 0.13 -1.11
H 4.56 -1.74 -4.42
H 5.37 -1.04 -2.94
C -0.30 -3.41 2.02
C -0.80 -2.37 2.80
C -0.42 -1.06 2.52
C 0.44 -0.79 1.46
C 0.93 -1.83 0.69
C 0.56 -3.14 0.97
H -0.60 -4.43 2.24
H -1.47 -2.57 3.62
H -0.80 -0.24 3.13
H 0.73 0.23 1.25
H 1.60 -1.63 -0.14
H 0.95 -3.96 0.37
C 1.57 -1.03 6.53
C 0.61 -1.87 5.98
C 0.18 -2.99 6.69
C 0.71 -3.26 7.95
C 1.66 -2.41 8.50
C 2.09 -1.30 7.79
H 1.90 -0.16 5.98
H 0.20 -1.66 5.01
H -0.56 -3.65 6.26
H 0.37 -4.13 8.50
H 2.07 -2.62 9.48
H 2.84 -0.64 8.22
C -0.94 0.41 -10.50
C -1.45 1.69 -10.37
C -1.52 2.53 -11.48
C -1.09 2.07 -12.72
C -0.59 0.78 -12.85
C -0.51 -0.05 -11.74
H -0.88 -0.24 -9.63
H -1.79 2.05 -9.40
H -1.92 3.53 -11.38
H -1.16 2.72 -13.58
H -0.25 0.43 -13.81
H -0.11 -1.05 -11.84
C -4.81 -2.87 10.37
C -3.98 -2.12 11.19
C -2.72 -1.73 10.74
C -2.30 -2.08 9.46
C -3.13 -2.83 8.64
C -4.38 -3.23 9.09
H -5.78 -3.18 10.72
H -4.31 -1.84 12.18
H -2.07 -1.15 11.38
H -1.32 -1.77 9.11
H -2.80 -3.11 7.64
H -5.03 -3.82 8.45
C -8.89 -0.21 6.77
C -9.82 -1.24 6.86
C -9.51 -2.39 7.57
C -8.28 -2.51 8.21
C -7.36 -1.48 8.13
C -7.66 -0.33 7.40
H -9.12 0.69 6.21
H -10.78 -1.14 6.36
H -10.24 -3.20 7.63
H -8.05 -3.41 8.77
H -6.40 -1.57 8.62
H -6.93 0.47 7.34
*
```